No. 1
The molecule C5H7N. Source: OMol25; level of theory: wB97M-V/def2-TZVPD.

Calculated values
- Gap between HOMO and LUMO: 0.3300 hartree
- Charge: 0
- SMILES: Cc1cc[nH]c1
- DFT total energy: -6787.642 eV
- Spin multiplicity: 1
- Molar mass: 81.12 g/mol
- Relative energy (zero: lowest compared OMol25 entry of this formula, charge and spin): 20.1 kcal per mole
- HOMO level: -8.0 eV
- LUMO energy: 1.00 eV

The geometry in XYZ format:
```
13
C5H7N (wB97M-V/def2-TZVPD)
C -0.3416 -0.9921 -0.3592
C 0.4417 0.0814 0.0043
C -1.8035 0.6426 0.1501
H -2.9125 0.8473 0.2551
H -0.0406 -1.9636 -0.6974
H 0.1161 2.1437 0.4573
H 2.4821 0.8698 -0.3943
N -1.6554 -0.6635 -0.2563
H -2.3884 -1.3562 -0.4045
C 1.9478 0.0495 0.1035
H 2.2709 0.0520 1.1530
H 2.3114 -0.8669 -0.3615
C -0.4281 1.1560 0.3501
```

These are the Mulliken partial charges, in e, on atoms 1 to 2: atom 1 (C): -0.75, atom 2 (C): 0.82

=====

No. 2
The molecule C4H10N2O. Source: OMol25; level of theory: wB97M-V/def2-TZVPD.

Calculated values
- Gap between HOMO and LUMO: 0.3637 hartree
- Charge: 0
- SMILES: CN(C)CC(N)=O
- DFT total energy: -9336.631 eV
- Spin multiplicity: 1
- Molar mass: 102.14 g/mol
- Relative energy (zero: lowest compared OMol25 entry of this formula, charge and spin): 54.3 kcal per mole
- HOMO level: -9.0 eV
- LUMO energy: 0.86 eV

The geometry in XYZ format:
```
17
C4H10N2O (wB97M-V/def2-TZVPD)
H 2.1904 -1.8126 0.8524
C -0.5519 1.0910 -0.7002
H 0.1093 -0.8607 2.9009
H 1.4018 0.9277 -1.3976
H 1.1586 -2.3023 -0.4004
H -1.0788 -1.9545 2.1001
C -0.6717 -0.3204 -0.0531
C 1.4363 -1.4195 0.1811
H -0.6947 -0.9053 -0.9635
C -0.0874 -1.5107 1.9876
H 0.6396 -2.3088 2.2108
H 1.9118 -0.8064 -0.5902
N 0.4938 1.3333 -1.5664
N 0.3821 -0.6356 0.8725
O -1.4056 1.9749 -0.7407
H -1.5581 -0.1804 0.5922
H 0.4891 2.1082 -2.2024
```

These are the Mulliken partial charges, in e, on atoms 1 to 2: atom 1 (H): 0.39, atom 2 (C): 0.39

=====

No. 3
The molecule C5H8ClNS. Source: OMol25; level of theory: wB97M-V/def2-TZVPD.

Calculated values
- Gap between HOMO and LUMO: 0.3620 hartree
- Charge: 0
- SMILES: [H]/N=C1/[C@H](C)CS[C@@H]1Cl
- DFT total energy: -30161.309 eV
- Spin multiplicity: 1
- Molar mass: 149.65 g/mol
- Relative energy (zero: lowest compared OMol25 entry of this formula, charge and spin): 19.7 kcal per mole
- HOMO level: -9.1 eV
- LUMO energy: 0.71 eV

The geometry in XYZ format:
```
16
C5H8ClNS (wB97M-V/def2-TZVPD)
H -2.6731 0.5449 -0.0099
C -1.7796 0.3797 0.5778
N 0.1712 1.8700 -0.9645
C -0.0604 -1.5242 0.4719
H 2.5435 0.3148 -1.3290
Cl 2.5472 0.7436 1.0344
S 1.6386 -1.7207 -0.2489
H -0.4502 -2.5464 0.3380
H 0.9780 2.4396 -1.1664
H -0.9449 -0.8045 -1.0665
C -0.6111 -0.2582 -0.2546
C 0.4804 0.6872 -0.6923
C 1.9274 0.0218 -0.4504
H -0.1016 -1.2931 1.4886
H -2.1079 -0.1620 1.4374
H -1.5575 1.3075 0.8345
```

These are the Mulliken partial charges, in e, on atoms 1 to 2: atom 1 (H): 0.34, atom 2 (C): -1.38

=====

No. 4
The molecule C3H9NO2. Source: OMol25; level of theory: wB97M-V/def2-TZVPD.

Calculated values
- Gap between HOMO and LUMO: 0.3776 hartree
- Charge: 0
- SMILES: OCCNCO
- DFT total energy: -8840.601 eV
- Spin multiplicity: 1
- Molar mass: 91.11 g/mol
- Relative energy (zero: lowest compared OMol25 entry of this formula, charge and spin): 54.3 kcal per mole
- HOMO level: -9.4 eV
- LUMO energy: 0.84 eV

The geometry in XYZ format:
```
15
C3H9NO2 (wB97M-V/def2-TZVPD)
H 2.5766 0.1119 -0.6443
H 0.3430 -0.9272 1.6723
N 0.4983 -0.5542 0.7503
C 1.4629 -1.2827 -0.0277
H -2.2919 2.6102 -0.4221
H 1.4275 -2.3237 0.2319
C -0.8567 -0.2253 0.2857
H -0.2113 1.7906 0.2290
H 1.0661 -1.3083 -1.1169
H -1.5219 -0.2492 1.1657
H -1.2842 -0.9866 -0.3523
O -2.2626 1.7385 -0.0142
O 2.7438 -0.7434 -0.2383
C -0.9943 1.1516 -0.2341
H -0.6954 1.1978 -1.2849
```

These are the Mulliken partial charges, in e, on atoms 1 to 2: atom 1 (H): 0.35, atom 2 (H): 0.23

=====

No. 5
A cluster of 2 separate species, C29H44BrF9NO4S2 in total. Source: OMol25; level of theory: wB97M-V/def2-TZVPD.

Calculated values
- Gap between HOMO and LUMO: 0.2248 hartree
- Charge: +1
- DFT total energy: -156622.080 eV
- Spin multiplicity: 1
- Molar mass: 785.69 g/mol
- HOMO level: -10.9 eV
- LUMO energy: -4.78 eV

The geometry in XYZ format:
```
90
C29H44BrF9NO4S2 (wB97M-V/def2-TZVPD)
F -0.2008 2.8041 -4.5158
H 1.6170 1.3720 2.6763
C -0.2690 -0.3499 1.4298
C 0.8151 -5.2008 -0.5280
S -8.4591 0.1591 -3.3075
F 1.6636 1.3436 -6.1268
C -2.0391 1.5169 -0.1266
F -2.6749 1.8746 -4.6459
O -4.7236 -0.9030 0.8629
C -0.5924 1.9189 0.3466
C -3.0060 2.4539 -0.9740
H -5.2609 -2.4708 -1.0583
C 2.0368 4.8391 1.7361
F 0.3771 1.7742 -2.5640
C -5.6001 -1.4878 -1.5539
H 1.9185 -0.6992 5.3932
H 1.3119 -2.1116 -1.2736
H -7.8712 -2.2764 -2.9928
H -7.3895 -1.8772 -0.2922
S 0.2557 4.3238 1.6317
H 2.6145 3.9706 2.2170
H 3.6748 5.7687 0.4039
C 1.6376 1.2602 1.5264
H 4.3158 -1.7772 -0.1915
F -0.7715 -0.0469 -5.5865
H 1.8198 -5.4143 -2.5293
H -7.1794 0.4086 -3.8377
H -5.6248 -1.7215 -2.6863
H 0.2263 -4.3687 -0.0132
H 2.0768 2.2315 1.1259
F 0.0648 -0.8442 -3.6286
O -4.6723 -0.3829 -1.3613
C 3.2395 -2.9983 4.8772
H 2.8487 4.2151 -0.2578
F 2.5188 0.5885 -4.0531
C 2.2711 -2.5544 -0.8163
H 0.1655 -6.1012 -0.8264
C -7.1280 -1.1410 -1.1482
C 3.4703 0.1808 6.6266
H 3.8244 -0.7414 7.0907
H -9.1975 -1.6344 -1.8047
C 4.2661 -1.9011 4.6513
C -2.5966 0.1011 0.2518
H -3.3465 3.4020 -2.9555
H 0.4008 -1.0481 2.0348
H 4.9275 -1.7972 5.5165
H -3.1220 3.4360 -0.3706
H 3.7367 -3.9468 5.0934
H 2.1730 5.7423 2.4300
H -1.6129 3.6323 -2.4244
C 3.4546 -1.4459 -0.8861
H 3.7030 0.4542 1.5684
C -1.6658 -0.8728 1.0459
Br -2.1398 -2.7100 1.5833
C -0.0403 3.4032 0.0070
F -2.4301 0.3745 -2.9413
N 0.2398 0.9739 1.0810
C 0.0328 0.3150 -4.4806
H -4.0709 2.0441 -1.0849
H 1.9374 0.1987 -1.0348
H -7.2384 -0.0958 -0.6770
C -2.4684 2.8711 -2.4210
H 4.9032 -2.1843 3.8097
H 1.6824 -5.4774 0.1611
H 2.6113 -3.1237 3.9884
H 2.1133 -2.7917 0.2930
H -0.8511 4.0312 -0.5211
H 2.4714 0.8799 4.8690
H 0.7373 -3.9301 -2.4754
H 4.3343 0.8404 6.5091
H 3.8348 -1.4453 -1.9621
C -2.0304 1.6657 -3.3682
C 2.9010 -0.0014 -0.4548
H 3.6922 0.7703 -0.7968
H 2.7623 0.6510 7.3128
H 2.5768 -2.7709 5.7140
C 1.4827 -4.5402 -1.8537
C 2.6891 0.0937 1.1421
O 3.6902 -0.6431 4.3180
O 2.6596 -3.7957 -1.4586
H 1.9203 5.8404 -0.2641
F 1.8092 -0.8622 -5.6408
C -0.4459 1.6353 -3.7130
C 2.6877 5.2060 0.3142
C -8.1905 -1.4142 -2.3196
H 2.4790 -0.9039 1.6509
C 2.8118 -0.0749 5.2823
C 1.5499 0.4265 -5.0665
C -4.0470 -0.4298 -0.1000
H 0.9213 3.3167 -0.6012
```

These are the Mulliken partial charges, in e, on atoms 1 to 2: atom 1 (F): -0.30, atom 2 (H): 0.02